# C5H12

A 2-piece molecular cluster, C5H12 overall (ωB97M-V/def2-TZVPD, the OMol25 dataset).

Each line ends with the natural charge from an NBO analysis.
CARTESIAN COORDINATES (ANGSTROEM)
C1 2.870 -0.466 -0.356  -0.393
C2 2.446 -1.723 -0.604  -0.377
H1 3.162 0.071 -1.210  0.187
H2 2.638 0.055 0.580  0.200
H3 2.364 -2.173 -1.598  0.200
H4 2.041 -2.225 0.224  0.183
C3 -1.606 0.094 -0.878  -0.620
C4 -1.670 0.099 0.657  -0.400
C5 -0.980 1.382 1.037  -0.606
H5 -2.100 0.933 -1.316  0.204
H6 -0.468 0.168 -1.129  0.215
H7 -2.219 -0.799 -1.065  0.216
H8 -2.776 0.154 1.067  0.182
H9 -1.328 -0.724 1.262  0.206
H10 -1.150 1.739 2.074  0.206
H11 -1.399 2.155 0.338  0.200
H12 0.174 1.261 0.917  0.195

As for the relative energy (zero: lowest compared OMol25 entry of this formula, charge and spin): 54.6 kcal/mol. Its SMILES is C=C.CCC. The LUMO energy comes out at 1.17 eV.